(1)
# C37H26AsBr2CrN5O3S2

A structure of composition C37H26AsBr2CrN5O3S2 (ωB97M-V/def2-TZVPD, the Open Molecules 2025 dataset).

Structure (XYZ):
```
77
Properties=species:S:1:pos:R:3:lowdin_spin:R:1
Br 7.037 -0.539 0.537 0.00
Br 2.776 -6.822 2.551 0.00
As -1.720 -1.574 -0.023 0.03
Cr 0.318 -0.718 1.331 3.67
S 4.387 5.924 -2.735 0.00
S -1.328 -0.671 3.037 0.05
O 5.396 5.440 -1.801 0.00
O 4.644 7.218 -3.322 0.00
O 3.865 4.917 -3.640 0.00
N 2.456 -0.474 1.228 0.02
N 2.311 5.097 -1.277 0.00
N 1.027 -2.603 1.838 0.01
N 0.085 1.253 0.661 0.01
N 2.838 7.384 -0.992 0.00
C -1.603 -0.630 -1.715 0.01
C 2.896 -4.074 1.886 0.00
C -3.942 0.143 2.998 0.00
C -4.461 -0.702 0.418 0.00
C -2.382 0.478 -2.020 0.00
C -3.182 -0.832 0.956 0.01
C 0.899 2.834 -0.926 0.00
C 0.535 1.562 -0.565 0.02
C -5.483 -0.144 1.164 0.00
C 4.512 -1.675 1.120 0.00
C -1.102 0.833 -4.030 0.00
C -3.242 -5.933 -1.034 0.00
C 0.221 3.562 1.244 0.00
C 0.715 -4.882 2.465 0.00
C -3.339 -5.412 0.251 0.00
C 1.404 5.179 -0.318 0.00
C 2.339 -2.823 1.681 0.02
C -0.108 2.251 1.535 0.01
C 5.191 -0.499 0.833 0.02
C -5.211 0.284 2.461 0.00
C 2.064 -5.111 2.271 0.02
C 4.499 0.694 0.776 0.00
C 0.242 -3.605 2.240 0.02
C -2.125 1.211 -3.173 0.00
C -2.899 -0.427 2.255 0.01
C 3.146 -1.623 1.318 0.02
C -0.573 -1.006 -2.577 0.00
C -2.900 -4.122 0.508 0.00
C 1.899 7.454 -0.061 0.00
C 3.018 6.190 -1.570 0.00
C 0.790 3.862 0.012 0.01
C -2.361 -3.342 -0.515 0.00
C 3.133 0.653 0.987 0.02
C 1.141 6.362 0.344 0.00
C -2.719 -5.155 -2.056 0.00
C -0.331 -0.285 -3.737 0.00
C -2.281 -3.860 -1.801 0.00
H -4.654 -1.050 -0.591 0.00
H 2.560 1.569 0.952 0.00
H 1.746 8.427 0.394 0.00
H -5.997 0.729 3.059 0.00
H -3.010 -3.708 1.505 0.00
H -3.171 0.790 -1.348 0.00
H 4.991 1.632 0.558 0.00
H 0.059 -1.854 -2.333 0.00
H 0.656 0.734 -1.259 0.00
H 3.953 -4.248 1.758 0.00
H -2.722 2.086 -3.397 0.00
H 0.100 4.317 2.008 0.00
H -3.585 -6.939 -1.239 0.00
H -1.893 -3.259 -2.615 0.00
H 0.472 -0.580 -4.400 0.00
H 0.393 6.453 1.121 0.00
H 1.335 3.042 -1.894 0.00
H 5.052 -2.606 1.185 0.00
H -2.657 -5.551 -3.061 0.00
H -6.476 -0.047 0.745 0.00
H -3.740 0.469 4.010 0.00
H -0.896 1.412 -4.920 0.00
H -3.768 -6.005 1.049 0.00
H 0.048 -5.667 2.787 0.00
H -0.495 1.960 2.501 0.00
H -0.793 -3.347 2.405 0.00
```

## Properties
LUMO energy (spin up / spin down) ... -1.770 / -1.963 eV
Charge ... 0
2S+1 ... 5
Gap between HOMO and LUMO (spin up / spin down) ... 5.5 / 5.4 eV
<S²> ... 6.0239
HOMO level (spin up / spin down) ... -7.3 / -7.3 eV

(2)
# C30H57AlBO2P2

A structure of composition C30H57AlBO2P2 at a distorted geometry (ωB97M-V/def2-TZVPD, the Open Molecules 2025 dataset).

Structure (XYZ):
```
93
Properties=species:S:1:pos:R:3:mulliken_charge:R:1
P -0.604 -2.338 2.573 1.19
P -2.845 -0.004 -2.496 1.62
Al 0.985 -0.483 -1.791 -2.02
O -3.181 1.962 -0.545 -0.39
O -3.258 -0.107 0.539 0.09
C 3.611 -1.603 -1.773 -1.70
C 1.207 2.463 -0.268 0.12
C -5.586 2.128 -0.448 -1.74
C 1.263 -3.124 -2.966 -1.18
C -4.285 0.619 -3.415 -1.36
C 4.667 1.195 0.356 -1.85
C 2.935 -2.100 -0.464 -1.22
C -2.057 -3.416 2.219 -1.24
C -3.597 1.053 2.642 -2.00
C 2.654 -0.936 -2.747 0.14
C -1.278 -1.640 4.147 -1.09
C 0.373 -2.101 -0.796 -0.01
C -4.287 2.069 0.366 1.54
C -0.209 1.730 1.768 0.33
C 2.631 0.692 2.699 -0.95
C 2.332 1.384 1.427 0.59
C -4.138 3.407 1.057 -1.90
C -2.600 -1.784 -2.802 -0.84
C 0.390 -3.631 3.439 -1.56
C 3.128 2.601 -2.003 -1.22
C 1.559 -1.521 -0.193 0.53
C -1.382 0.859 -3.172 -0.37
C -5.468 -0.017 1.455 -1.85
C 1.540 -1.671 -3.316 0.01
C 1.057 1.877 1.021 0.09
C 2.561 2.275 -0.679 0.25
C -4.164 0.762 1.263 1.65
C 0.136 3.100 -1.054 -0.96
C 0.450 -3.349 -1.663 -1.71
C 3.255 1.630 0.377 0.74
B -3.042 0.580 -0.636 -0.05
H -0.315 2.520 2.531 0.38
H -4.219 1.808 3.140 0.46
H -6.243 0.617 1.910 0.39
H 3.409 -0.074 2.563 0.33
H 0.062 4.185 -0.853 0.30
H 3.256 1.696 -2.623 -0.02
H -2.319 -3.976 3.129 0.50
H -1.804 -4.113 1.412 0.37
H 0.686 -3.558 -3.795 0.44
H -5.847 -0.433 0.509 0.29
H -5.292 -0.849 2.150 0.45
H -3.638 0.152 3.263 0.36
H -3.114 -2.066 -3.732 0.59
H 5.283 1.880 0.954 0.38
H -0.578 -1.987 -0.272 1.04
H -0.574 -3.671 -1.925 0.37
H 1.095 -3.148 4.127 0.40
H 3.589 -1.804 0.371 0.40
H -1.065 1.788 1.084 -0.70
H 0.947 -4.213 2.696 0.37
H -1.535 -2.038 -2.890 -0.15
H 1.219 -1.395 -4.322 0.67
H -1.138 0.483 -4.176 0.63
H -0.243 0.754 2.279 -0.15
H 2.467 3.294 -2.536 0.40
H -0.282 -4.292 4.002 0.45
H 0.890 -4.189 -1.097 0.57
H -5.494 2.917 -1.207 0.39
H -0.469 0.716 -2.503 -0.99
H 1.468 -1.047 0.784 0.67
H -2.906 -2.799 1.898 0.10
H 2.993 1.403 3.460 0.36
H -1.578 1.938 -3.222 0.43
H -3.023 -2.351 -1.962 0.39
H 4.383 -0.859 -1.508 0.24
H 2.200 -3.690 -2.911 0.34
H -0.501 -1.049 4.648 0.35
H 5.068 1.200 -0.665 0.43
H -5.192 0.133 -3.031 0.38
H -4.116 4.198 0.298 0.53
H -3.217 3.474 1.648 0.28
H 3.137 -0.178 -3.370 1.10
H -0.845 2.662 -0.815 -0.01
H 0.316 2.991 -2.134 0.30
H -4.184 0.398 -4.485 0.49
H -4.369 1.707 -3.286 0.35
H -2.135 -0.982 3.962 0.03
H -4.999 3.597 1.707 0.39
H -1.587 -2.461 4.809 0.48
H 2.898 -3.201 -0.465 0.48
H 4.150 -2.445 -2.244 0.57
H -5.828 1.179 -0.950 0.23
H 4.794 0.193 0.792 0.41
H -6.433 2.397 0.200 0.47
H 4.121 3.057 -1.878 0.42
H 1.734 0.198 3.096 -0.01
H -2.557 1.407 2.612 0.19
```

## Properties
LUMO energy (spin up / spin down) ... -3.561 / -3.552 eV
Charge ... +1
Gap between HOMO and LUMO (spin up / spin down) ... 4.8 / 4.8 eV
HOMO level (spin up / spin down) ... -8.4 / -8.4 eV

(3)
# C29H31ClNNdO

A structure of composition C29H31ClNNdO at a distorted geometry (ωB97M-V/def2-TZVPD, the Open Molecules 2025 dataset).

Structure (XYZ):
```
64
Properties=species:S:1:pos:R:3:lowdin_spin:R:1
Nd -0.934 -0.586 1.202 3.07
Cl 1.415 -2.846 3.456 0.00
O 2.457 -1.586 -2.362 0.00
N 3.369 0.273 -3.227 0.00
C 1.770 0.903 0.769 -0.01
C 0.594 3.096 -4.705 0.00
C -0.655 2.564 -5.049 0.00
C -1.407 0.775 -0.999 -0.01
C 0.686 1.818 0.925 -0.01
C 1.704 2.251 -4.587 0.00
C 0.105 1.631 2.210 0.00
C -2.370 -3.010 4.733 0.00
C 2.780 0.020 -4.540 0.00
C 3.067 -0.531 -2.165 0.00
C -0.301 -3.036 3.484 0.00
C -1.001 -3.163 2.227 0.00
C -0.967 -2.987 4.698 0.00
C 0.803 0.547 2.847 0.00
C -2.371 1.223 -0.046 -0.01
C -2.441 -3.155 2.310 0.00
C -0.801 1.182 -5.228 0.00
C -0.323 -3.090 0.956 -0.01
C 2.786 2.380 -0.969 0.00
C 1.775 0.063 1.924 -0.01
C -3.091 -3.078 3.541 0.00
C 1.560 0.870 -4.754 0.00
C 4.131 1.549 0.960 0.00
C 3.015 1.176 -0.057 0.00
C 0.306 0.334 -5.092 0.00
C -3.288 0.156 0.195 0.00
C -1.716 -0.571 -1.340 0.00
C 3.582 -0.085 -0.798 0.00
C -2.889 -0.944 -0.624 0.00
H 3.708 2.634 -1.501 0.00
H -0.693 2.240 2.645 0.00
H -4.189 0.210 0.810 0.00
H -3.433 -1.881 -0.744 0.00
H -2.410 2.209 0.408 0.00
H -1.147 -1.179 -2.051 0.00
H 4.658 0.095 -0.945 0.00
H 0.212 -0.745 -5.225 0.00
H -0.893 -3.402 0.074 0.00
H -4.186 -3.076 3.575 0.00
H 2.508 3.245 -0.353 0.00
H -3.027 -3.213 1.379 0.00
H 3.541 0.276 -5.286 0.00
H 2.692 2.655 -4.349 0.00
H 0.663 0.203 3.875 0.00
H 2.524 -0.708 2.111 0.00
H 0.726 4.166 -4.541 0.00
H 2.509 -1.040 -4.626 0.00
H 0.425 2.608 0.213 0.00
H 5.045 1.820 0.418 0.00
H 1.987 2.206 -1.696 0.00
H -0.593 1.357 -1.441 0.00
H 3.833 2.400 1.586 0.00
H 3.495 -0.957 -0.141 0.00
H -1.507 3.232 -5.199 0.00
H 0.744 -3.297 0.933 0.00
H 4.170 0.902 -3.190 0.00
H -0.387 -2.927 5.618 0.00
H 4.363 0.708 1.629 0.00
H -1.777 0.765 -5.482 0.00
H -2.877 -3.003 5.695 0.00
```

## Properties
LUMO energy (spin up / spin down) ... 0.118 / 0.171 eV
Charge ... 0
2S+1 ... 4
Gap between HOMO and LUMO (spin up / spin down) ... 7.2 / 7.2 eV
<S²> ... 3.7569
HOMO level (spin up / spin down) ... -7.1 / -7.0 eV

(4)
# C23H16CrO5P

A structure of composition C23H16CrO5P at a distorted geometry (ωB97M-V/def2-TZVPD, the Open Molecules 2025 dataset).

Structure (XYZ):
```
46
Properties=species:S:1:pos:R:3:lowdin_spin:R:1
Cr 0.130 0.814 -2.275 2.92
P 0.069 0.026 -0.257 0.07
O -0.053 3.631 -1.127 0.14
O 0.034 4.226 -5.775 0.00
O -1.446 -1.848 -2.936 0.09
O -2.881 1.110 -2.742 0.10
O 3.229 1.049 -2.393 0.06
C 2.280 1.263 0.875 0.00
C 1.235 -3.486 1.484 0.00
C 0.609 -2.261 1.216 0.00
C 2.995 1.910 1.891 0.00
C 1.591 -2.228 -1.023 0.01
C -4.323 -0.175 1.141 0.01
C -3.705 1.061 0.955 0.00
C 2.355 2.239 3.088 0.00
C -0.890 -0.980 -2.401 0.14
C 0.088 2.695 -1.813 0.18
C 0.999 1.969 3.257 0.00
C 2.238 -3.454 -0.755 0.00
C 2.057 1.081 -2.441 0.05
C -3.666 -1.370 0.808 0.00
C -1.714 1.054 -2.804 0.13
C -0.042 3.216 -5.259 0.02
C -2.340 -1.315 0.347 0.01
C 0.929 0.933 1.059 0.02
C -2.383 1.113 0.504 0.01
C 0.791 -1.638 -0.034 0.01
C -1.676 -0.086 0.273 0.03
C 2.043 -4.064 0.495 0.00
C 0.279 1.314 2.248 0.00
H 2.812 0.970 -0.033 0.00
H 2.892 -3.899 -1.520 0.00
H 2.928 2.747 3.876 0.00
H -4.172 -2.338 0.911 0.00
H 4.064 2.106 1.743 0.00
H 1.734 -1.700 -1.975 0.01
H -0.761 1.061 2.450 0.00
H -4.232 2.009 1.161 0.00
H 0.012 -1.788 2.002 0.00
H -1.891 2.077 0.354 0.00
H -1.865 -2.269 0.083 0.00
H 0.866 0.196 -3.526 -0.02
H 2.531 -5.020 0.700 0.00
H 0.496 2.224 4.199 0.00
H 1.112 -3.970 2.469 0.00
H -5.357 -0.205 1.503 0.00
```

## Properties
LUMO energy (spin up / spin down) ... -4.136 / -5.508 eV
Charge ... +1
2S+1 ... 5
Gap between HOMO and LUMO (spin up / spin down) ... 6.3 / 6.7 eV
<S²> ... 6.0538
HOMO level (spin up / spin down) ... -10.5 / -12.2 eV